(1)
43
Properties=species:S:1:pos:R:3:mulliken_spin:R:1 method="wB97M-V/def2-TZVPD" orbital_gap_ev="2.84 / 5.41" total_energy_ha=-4606.2256 homo_ev="-2.7 / -5.2" lumo_ev="0.183 / 0.160" multiplicity=7 s2=12.01
H -2.68 3.06 1.13 -0.002
H 1.60 -3.83 2.38 0.000
H -2.21 -4.28 -2.97 0.005
H 0.21 -4.32 -2.22 0.003
H 4.01 -1.63 0.52 0.016
O 4.03 0.24 -0.43 -0.139
C -0.46 -3.50 -1.96 -0.027
C 0.96 -2.93 2.34 -0.001
Eu 1.68 0.00 -1.64 5.850
O 2.30 -1.79 -4.67 0.014
P 1.63 -1.74 1.09 0.013
H -1.39 2.91 -2.02 0.003
C -1.79 -3.48 -2.36 -0.010
C 3.42 -2.12 1.30 -0.019
C -3.28 2.28 0.64 0.019
H -3.85 -0.17 -1.38 -0.005
Br 1.36 1.92 0.36 -0.065
C -2.18 2.15 -2.06 0.107
H 3.59 -3.21 1.31 -0.002
H 0.63 1.54 -3.45 0.172
H 3.82 0.92 0.24 0.019
H 1.56 -2.28 -5.09 -0.003
H 3.09 -2.07 -5.16 0.000
H 4.96 0.31 -0.66 0.028
H 3.73 -1.69 2.27 -0.001
H -0.08 -3.17 2.07 0.000
H 0.96 -2.46 3.34 0.000
N -0.73 -1.31 -0.97 0.060
H -4.07 2.75 0.04 -0.002
H 0.17 0.93 -3.45 0.097
H 2.04 -3.23 -0.90 -0.006
C 1.30 -2.55 -0.46 -0.007
H -3.67 -2.39 -2.18 0.003
H -3.14 2.63 -2.31 -0.004
C 0.04 -2.45 -1.14 -0.025
H -0.92 1.13 0.01 0.013
P -2.25 1.34 -0.47 -0.065
H -1.91 1.43 -2.84 -0.069
C -2.96 -0.28 -0.73 -0.020
H -3.32 -0.59 0.26 0.009
H -3.73 1.63 1.40 -0.002
C -2.60 -2.43 -1.95 0.004
C -2.04 -1.37 -1.25 0.041

***

(2)
19
Properties=species:S:1:pos:R:3:mulliken_spin:R:1 method="wB97M-V/def2-TZVPD" orbital_gap_ev="6.88 / 6.83" total_energy_ha=-398.2714 homo_ev="-3.4 / -3.4" lumo_ev="3.476 / 3.424" total_charge=-1 multiplicity=2 s2=0.76
C -2.00 0.08 -0.50 -0.049
C 2.33 -0.45 0.77 0.001
H -3.38 1.30 -1.15 -0.014
H -0.03 1.84 -0.57 -0.005
H -2.43 -0.62 -1.23 0.033
H -2.34 -0.24 0.49 0.111
C 0.28 0.92 -0.08 -0.003
H -0.93 -2.88 1.61 0.003
C 1.72 0.64 -0.58 -0.005
H 0.30 1.12 1.01 0.010
N -2.44 1.38 -0.69 0.850
H 1.67 -0.13 -1.33 0.003
H 2.82 -1.34 0.37 0.000
N 2.88 0.71 0.47 0.000
N -0.57 -0.15 -0.47 0.072
H -0.47 -1.02 0.10 -0.006
H 1.92 -0.57 1.75 -0.001
O -1.26 -2.14 1.15 -0.002
H 1.93 1.57 -1.14 0.003

***

(3)
77
Properties=species:S:1:pos:R:3:mulliken_spin:R:1 method="wB97M-V/def2-TZVPD" orbital_gap_ev="6.25 / 7.52" total_energy_ha=-3180.4245 homo_ev="-7.9 / -8.0" lumo_ev="-1.686 / -0.470" multiplicity=5 s2=6.06
H 6.61 0.84 -1.30 0.000
C 5.71 0.26 -1.44 0.003
C 4.96 2.86 -0.04 0.000
N 0.38 -0.31 2.00 0.054
H 4.36 -1.98 -3.57 0.000
H -5.49 0.16 -4.29 0.000
H 0.65 -2.13 -0.43 -0.026
H -3.72 -0.68 3.74 0.000
H -2.79 1.50 4.65 0.000
C 5.90 1.13 1.53 0.001
H -3.30 -0.76 -3.60 0.000
H 5.95 1.87 2.33 0.000
C -0.62 2.23 -0.95 0.009
C 1.35 -2.66 -1.12 0.071
H -1.65 1.75 1.82 0.001
O -2.39 -2.09 0.23 0.000
O 0.51 1.68 -0.56 0.020
C -6.28 0.25 -2.30 -0.001
C 4.77 1.46 0.56 0.001
H -2.39 0.25 1.22 -0.004
C 1.17 -0.83 -2.90 0.061
H -1.69 1.18 -2.45 -0.001
H -3.29 1.31 2.31 0.000
C -6.02 -0.02 -0.96 0.001
C 2.06 -1.86 -2.22 -0.017
C -4.79 -0.53 -0.56 -0.004
H 4.14 3.10 -0.72 0.000
H 4.97 3.61 0.75 0.000
O -1.68 -2.15 -2.12 0.005
C -3.82 -0.78 -1.52 0.004
C 4.45 -1.32 -2.72 0.000
H -2.70 -1.73 2.75 0.000
C -1.78 0.16 3.29 0.002
C 4.65 0.43 -0.54 0.002
C 3.50 -0.34 -0.74 0.015
H -2.39 -1.56 4.49 0.000
H 0.04 -1.01 5.20 0.000
H 0.98 0.05 -2.26 -0.019
C 1.66 -1.12 3.72 0.018
C 1.65 -0.76 2.36 0.035
C -2.70 -1.03 3.59 0.002
H -4.59 -0.75 0.48 0.000
N -1.36 -0.07 -0.75 -0.101
H 6.45 -0.73 -3.19 0.000
H 2.31 -2.61 -2.98 -0.004
H 3.67 -1.03 1.69 0.003
H -6.78 0.17 -0.22 0.000
C -4.06 -0.53 -2.86 -0.002
S -2.24 -1.40 -1.02 0.034
H -1.13 1.98 4.29 0.000
H -7.51 1.91 -2.88 0.000
H 0.69 -3.41 -1.55 -0.004
C 2.67 -0.70 1.43 -0.026
C -7.60 0.83 -2.73 0.000
O -0.80 3.42 -1.01 0.008
H 2.51 -1.50 4.27 0.001
C 3.37 -1.19 -1.85 -0.043
H -2.66 1.58 -1.03 -0.002
C 0.40 -0.87 4.19 0.006
H 3.84 1.48 1.12 0.001
H 1.71 -0.39 -3.75 0.000
H 5.90 2.94 -0.59 0.000
Mn 0.49 -0.12 -0.15 3.888
C 5.62 -0.61 -2.51 -0.005
H 2.07 -3.12 -0.44 0.005
C -0.37 -0.35 3.11 0.046
C -5.29 -0.02 -3.25 0.000
H -7.93 0.39 -3.67 0.000
H -1.45 0.65 5.41 0.000
C -1.78 1.13 4.49 0.001
N 2.44 -0.30 0.20 -0.086
H 6.87 1.13 1.02 0.000
H 0.22 -1.24 -3.22 -0.006
H -8.37 0.66 -1.98 0.000
H 5.77 0.15 1.99 0.000
C -2.30 0.91 2.08 0.014
C -1.69 1.21 -1.35 0.041

***

(4)
9
Properties=species:S:1:pos:R:3:mulliken_charge:R:1 method="wB97M-V/def2-TZVPD" orbital_gap_ev=11.28 total_energy_ha=-577.4431 smiles=ClC1CC1 homo_ev=-10.1 lumo_ev=1.193 multiplicity=1
H -0.15 1.03 1.11 0.258
C -0.48 0.74 0.18 -0.531
Cl 2.25 -0.02 0.06 -0.228
C -0.48 -0.72 0.23 -0.572
H -0.01 -1.00 1.15 0.259
C 0.56 0.01 -0.54 0.030
H -1.15 1.54 -0.27 0.233
H 0.60 -0.07 -1.66 0.315
H -1.14 -1.50 -0.27 0.236

***

Which of these has the highest multiplicity?
C11H25BrEuNO2P2